C41H35N7O2Os as an isolated structure. Source: the Open Molecules 2025 dataset; level of theory: ωB97M-V/def2-TZVPD.

Atoms and positions in Å:
Os -0.3649 0.2965 -0.1835
O -0.3702 0.4051 -2.0721
C 0.6655 0.0012 -2.9722
C 1.9133 0.7758 -2.5478
C 2.4977 0.4846 -1.1921
C 3.8704 0.5848 -1.0527
C 4.4739 0.3071 0.1572
C 3.6858 -0.1194 1.2101
C 2.3182 -0.2090 1.0572
C 1.4835 -0.7062 2.1985
C 0.5162 0.3637 2.7267
O -0.4388 0.5597 1.6779
C -0.2782 -0.0979 3.9390
C -0.3228 -1.4267 4.3431
C -1.1100 -1.8047 5.4250
C -1.8636 -0.8596 6.1010
C -1.8269 0.4698 5.6975
C -1.0365 0.8477 4.6257
C 1.2960 1.6460 2.9862
C 2.1964 1.6628 4.0502
C 2.9923 2.7727 4.2778
C 2.8954 3.8839 3.4479
C 1.9910 3.8795 2.3996
C 1.1939 2.7620 2.1697
N 1.7251 0.1351 -0.1267
C 0.2873 0.4466 -4.3795
C -0.6712 1.4286 -4.5886
C -0.9624 1.8537 -5.8790
C -0.2928 1.3063 -6.9614
C 0.6689 0.3266 -6.7540
C 0.9552 -0.1045 -5.4688
C 0.7708 -1.5183 -2.9017
C 1.9508 -2.2012 -2.6322
C 1.9756 -3.5944 -2.6299
C 0.8239 -4.3122 -2.9074
C -0.3605 -3.6358 -3.1874
C -0.3861 -2.2520 -3.1814
H 1.6491 1.8368 -2.6009
H 2.6983 0.6232 -3.2881
H 4.4578 0.8778 -1.9117
H 5.5459 0.3990 0.2720
H 4.1217 -0.3800 2.1635
H 2.1524 -1.0153 2.9991
H 0.9146 -1.5821 1.8761
H 0.2613 -2.1868 3.8400
H -1.1225 -2.8386 5.7440
H -2.4691 -1.1531 6.9480
H -2.4049 1.2142 6.2285
H -0.9950 1.8881 4.3261
H 2.2576 0.8105 4.7182
H 3.6821 2.7769 5.1112
H 3.5118 4.7535 3.6307
H 1.8944 4.7497 1.7637
H 0.4712 2.7858 1.3623
H -1.1998 1.8569 -3.7473
H -1.7151 2.6147 -6.0371
H -0.5201 1.6380 -7.9653
H 1.1918 -0.1074 -7.5955
H 1.6947 -0.8833 -5.3182
H 2.8740 -1.6670 -2.4490
H 2.9048 -4.1128 -2.4329
H 0.8496 -5.3937 -2.9258
H -1.2581 -4.1908 -3.4272
H -1.2989 -1.7226 -3.4288
N -0.3354 -3.0622 0.1581
C -1.5903 -2.6240 0.4124
N -2.4459 -3.4228 1.0084
C -3.6582 -2.9006 1.2596
N -4.5551 -3.6675 1.8536
N -4.0388 -1.6308 0.9428
C -3.1131 -0.9195 0.3741
N -1.8789 -1.3428 0.0600
C -3.3925 0.4998 0.0341
C -4.6643 1.0276 0.0360
C -4.8305 2.3587 -0.3238
C -3.7215 3.1117 -0.6727
C -2.4734 2.5170 -0.6461
N -2.3166 1.2373 -0.2958
H -0.1865 -4.0434 0.3439
H 0.1075 -2.7241 -0.6891
H -4.3161 -4.6121 2.1054
H -5.4723 -3.3055 2.0531
H -5.4956 0.3952 0.3119
H -5.8177 2.8004 -0.3349
H -3.8117 4.1491 -0.9609
H -1.5795 3.0672 -0.9097

Properties
* E_tot: -2207.4078 Eh
* LUMO energy (alpha / beta): -5.96 / -8.03 eV
* relative energy (zero: lowest compared OMol25 entry of this formula, charge and spin): 0.0 kcal per mole
* <S²>: 6.0164
* multiplicity: 5
* gap between HOMO and LUMO (alpha / beta): 0.2790 / 0.2027 Ha
* total charge: +2
* HOMO energy (alpha / beta): -13.5521 / -13.5464 eV

These are the Löwdin partial charges, in e, on atoms 1 to 4: 1.853, -0.334, -0.441, -0.045

=====

C41H36AuN3P3 as an isolated structure at a distorted geometry. Source: the Open Molecules 2025 dataset; level of theory: ωB97M-V/def2-TZVPD.

Atoms and positions in Å:
Au 0.2215 1.2642 0.3700
N 0.7082 2.6061 -2.5220
P -0.6322 2.5210 -1.5104
C -1.3697 4.1622 -1.7261
C -1.5189 5.0971 -0.7095
C -2.0818 6.3322 -0.9944
C -2.4788 6.6284 -2.2911
C -2.3083 5.6983 -3.3058
C -1.7768 4.4525 -3.0340
C -1.7997 1.3434 -2.2261
C -3.0164 1.2389 -1.5447
C -3.9731 0.3457 -1.9804
C -3.7134 -0.4551 -3.0855
C -2.5110 -0.3345 -3.7725
C -1.5384 0.5495 -3.3382
C 1.9079 1.9522 -2.3211
C 2.9908 2.1711 -3.1798
C 4.1655 1.4847 -2.9486
C 4.2330 0.5869 -1.8859
C 3.1163 0.4280 -1.0895
N 1.9874 1.1020 -1.3011
H 0.7567 3.4079 -3.1482
H -1.2000 4.8685 0.2967
H -2.2170 7.0584 -0.2084
H -2.9290 7.5835 -2.5107
H -2.5916 5.9362 -4.3213
H -1.6688 3.7162 -3.8197
H -3.2041 1.8860 -0.6961
H -4.9159 0.2706 -1.4608
H -4.4522 -1.1666 -3.4201
H -2.3339 -0.9223 -4.6591
H -0.6078 0.6507 -3.8788
H 2.8940 2.8579 -4.0055
H 5.0230 1.6448 -3.5853
H 5.1383 0.0435 -1.6708
H 3.1161 -0.2456 -0.2445
N -0.1773 -1.4397 1.7740
P 0.5272 -0.0038 2.3941
C -0.0600 -0.0113 4.1137
C -0.7402 1.0403 4.7111
C -1.1674 0.9088 6.0241
C -0.9237 -0.2684 6.7165
C -0.2210 -1.3053 6.1186
C 0.2147 -1.1902 4.8130
C 2.2978 -0.3522 2.4764
C 2.8502 -1.5943 2.1726
C 4.2116 -1.7811 2.3275
C 5.0213 -0.7353 2.7557
C 4.4679 0.5076 3.0469
C 3.1096 0.7071 2.8944
P -0.4233 -1.3949 0.0943
C 0.7986 -2.5916 -0.5377
C 1.5054 -2.3797 -1.7137
C 2.3879 -3.3507 -2.1618
C 2.5771 -4.5097 -1.4233
C 1.8524 -4.7220 -0.2585
C 0.9594 -3.7684 0.1947
C -2.0115 -2.2108 -0.1490
C -3.0523 -2.0722 0.7691
C -4.2110 -2.8016 0.5869
C -4.3481 -3.6297 -0.5220
C -3.3297 -3.7168 -1.4649
C -2.1692 -2.9884 -1.2997
H -0.8506 -1.9226 2.3674
H -0.9322 1.9523 4.1640
H -1.6886 1.7257 6.4999
H -1.2827 -0.3790 7.7284
H 0.0037 -2.2088 6.6681
H 0.7834 -1.9862 4.3480
H 2.2259 -2.4061 1.8282
H 4.6396 -2.7489 2.1152
H 6.0869 -0.8876 2.8562
H 5.0938 1.3143 3.3907
H 2.6604 1.6684 3.1115
H 1.3607 -1.4684 -2.2741
H 2.9218 -3.2027 -3.0874
H 3.2896 -5.2493 -1.7568
H 1.9777 -5.6367 0.3022
H 0.3789 -3.9442 1.0934
H -2.9567 -1.4116 1.6210
H -5.0085 -2.7233 1.3080
H -5.2596 -4.1915 -0.6591
H -3.4420 -4.3576 -2.3246
H -1.3705 -3.0456 -2.0258

Properties
* E_tot: -2907.0917 Eh
* LUMO energy (alpha / beta): -7.76 / -12.14 eV
* relative energy (zero: lowest compared OMol25 entry of this formula, charge and spin): 23.4 kcal per mole
* <S²>: 2.0218
* multiplicity: 3
* gap between HOMO and LUMO (alpha / beta): 0.3151 / 0.1538 Ha
* total charge: +3
* HOMO energy (alpha / beta): -16.3311 / -16.3269 eV

These are the Löwdin partial charges, in e, on atoms 1 to 4: 0.608, -0.067, 0.971, -0.350

=====

Which of these has the lowest relative energy (zero: lowest compared OMol25 entry of this formula, charge and spin)? C41H35N7O2Os